23
Properties=species:S:1:pos:R:3 method="wB97M-V/def2-TZVPD" total_energy_ha=-612.20141 multiplicity=2 gap_ev="9.5 / 7.5"
H -0.5786 -2.3145 0.6611
C -0.1281 -1.7063 -0.2847
O -0.6303 -1.8244 -1.3753
C 0.9946 -0.7352 0.1285
C 0.3723 0.6819 0.4879
O 0.8253 -0.3087 1.4375
C 1.3447 1.8186 0.2984
C -1.0275 0.8586 0.2470
C -1.5712 1.2043 -0.9128
C -3.0136 1.4760 -0.9299
O -3.6639 1.9731 -1.8376
C 2.3759 -0.8881 -0.4155
H 1.3086 2.1744 -0.7502
H 1.0560 2.6326 0.9839
H 2.3771 1.4982 0.5463
H -1.7051 0.5522 1.0572
H -1.0013 1.2682 -1.8693
H -3.5442 1.2079 0.0423
H 2.4522 -0.7863 -1.5125
H 3.0416 -0.1518 0.0390
H 2.7099 -1.8897 -0.1206
O -0.6976 -2.9935 2.1602
H -1.2971 -3.7475 1.9193